{"formula": "C32H50N12O2PSTi", "method": "ωB97M-V/def2-TZVPD", "species": ["Ti", "O", "C", "N", "C", "C", "C", "C", "C", "C", "N", "C", "C", "C", "C", "C", "N", "H", "H", "H", "H", "H", "H", "H", "H", "H", "H", "S", "C", "N", "C", "C", "N", "H", "H", "H", "H", "H", "H", "C", "C", "C", "C", "N", "C", "N", "N", "N", "H", "H", "H", "H", "H", "H", "H", "H", "H", "H", "O", "P", "N", "C", "C", "C", "C", "N", "C", "C", "C", "C", "N", "C", "C", "C", "C", "H", "H", "H", "H", "H", "H", "H", "H", "H", "H", "H", "H", "H", "H", "H", "H", "H", "H", "H", "H", "H", "H", "H", "H"], "xyz": [[-0.5173, 0.5640, 0.2220], [-3.5803, 2.6708, 0.0473], [-2.3898, 2.5192, 0.0919], [-1.6735, 1.8291, 1.0865], [-2.4089, 1.5138, 2.3056], [-1.8010, 0.3008, 2.9002], [-2.1428, -0.1733, 4.1522], [-1.4628, -1.2594, 4.6611], [-0.4382, -1.8329, 3.9074], [-0.1566, -1.3255, 2.6686], [-0.8450, -0.2779, 2.1473], [-1.4388, 3.0308, -0.9398], [-1.6895, 4.1312, -1.7114], [-0.6469, 4.6239, -2.4912], [0.5879, 3.9970, -2.4388], [0.7456, 2.8698, -1.6537], [-0.2640, 2.3725, -0.9313], [-2.3263, 2.3404, 3.0103], [-3.4703, 1.3812, 2.0962], [-2.9223, 0.3213, 4.7177], [-1.7073, -1.6478, 5.6421], [0.1368, -2.6649, 4.2895], [0.6283, -1.7364, 2.0575], [-2.6632, 4.6024, -1.6723], [-0.7912, 5.5041, -3.1052], [1.4323, 4.3773, -2.9961], [1.6953, 2.3654, -1.5788], [0.0674, -2.0085, -0.5528], [-1.1360, -3.1599, -0.9678], [-1.6218, -4.0783, -0.1542], [-2.5109, -5.0411, -0.8310], [-2.4950, -4.5246, -2.2886], [-1.6670, -3.3044, -2.1797], [-1.3269, -4.1639, 0.8033], [-3.5034, -5.0193, -0.3915], [-2.1158, -6.0488, -0.7445], [-3.4891, -4.2845, -2.6535], [-2.0391, -5.2346, -2.9721], [-1.2647, -2.8395, -2.9768], [-6.4347, 1.0082, -1.7440], [-6.4199, -0.3165, -0.9799], [-6.2497, -0.1020, 0.5218], [-5.3735, -1.2769, -1.5494], [-4.0030, -0.7004, -1.5442], [-3.3699, -0.0189, -2.5115], [-2.2051, 0.3743, -2.0536], [-2.1730, -0.1040, -0.8002], [-3.2384, -0.7497, -0.4710], [-7.3257, 1.5811, -1.4827], [-6.4587, 0.8583, -2.8291], [-5.5700, 1.6280, -1.4854], [-7.3684, -0.8300, -1.1547], [-5.3331, 0.4575, 0.7357], [-6.2225, -1.0472, 1.0706], [-7.0833, 0.4846, 0.9087], [-5.5984, -1.5099, -2.5876], [-5.3229, -2.2000, -0.9768], [-3.7724, 0.1804, -3.4940], [1.2441, 0.4724, 0.4907], [2.8079, 0.2680, 0.2566], [3.3521, 1.7901, 0.2707], [4.7728, 2.0558, -0.1013], [4.9286, 3.5347, 0.2235], [4.0820, 3.7007, 1.4868], [2.8475, 2.8428, 1.2118], [3.3023, -0.6714, 1.4738], [3.1524, -0.1115, 2.8506], [3.5141, -1.2931, 3.7321], [4.6824, -1.9168, 2.9731], [4.2793, -1.8157, 1.4997], [3.0900, -0.4215, -1.1730], [2.3212, -0.0590, -2.3887], [2.7153, -1.1453, -3.3702], [4.2124, -1.2720, -3.0998], [4.3081, -1.2100, -1.5756], [4.9451, 1.8238, -1.1520], [5.4593, 1.4549, 0.5052], [4.5199, 4.1394, -0.5904], [5.9702, 3.8143, 0.3630], [3.8177, 4.7356, 1.6921], [4.6242, 3.3148, 2.3520], [2.0627, 3.4200, 0.7223], [2.4283, 2.4156, 2.1208], [2.1399, 0.2558, 3.0085], [3.8522, 0.7130, 3.0183], [2.6758, -1.9946, 3.7910], [3.7768, -0.9821, 4.7414], [4.8797, -2.9477, 3.2583], [5.5894, -1.3394, 3.1564], [3.7805, -2.7228, 1.1604], [5.1426, -1.6349, 0.8737], [2.6426, 0.9124, -2.7793], [1.2542, -0.0256, -2.1922], [2.4877, -0.8683, -4.3982], [2.1977, -2.0760, -3.1241], [4.7437, -0.4336, -3.5543], [4.6469, -2.1920, -3.4833], [5.2280, -0.7292, -1.2445], [4.2572, -2.2080, -1.1538]], "atomic_forces_ev_per_a": [[0.280, -0.926, 0.521], [-0.155, 0.081, 0.197], [0.273, 0.152, 0.217], [-0.520, 0.025, -0.123], [-0.012, 0.100, -0.296], [0.207, -0.102, -0.195], [-0.061, -0.072, 0.181], [0.011, -0.049, 0.066], [-0.063, -0.063, 0.187], [-0.106, 0.245, -0.160], [-0.137, 0.030, 0.377], [0.151, -0.118, 0.221], [-0.061, 0.185, -0.186], [0.002, 0.046, -0.031], [-0.022, 0.091, -0.070], [-0.107, -0.241, 0.009], [-0.295, 0.215, 0.024], [-0.024, 0.152, 0.066], [-0.125, -0.074, -0.031], [0.030, -0.017, -0.012], [0.012, 0.006, -0.033], [-0.011, 0.006, -0.001], [0.085, -0.022, -0.114], [0.039, -0.001, 0.002], [0.011, -0.025, 0.012], [-0.008, 0.008, -0.007], [0.054, -0.048, 0.015], [0.453, 0.288, 0.088], [-0.234, 0.139, -0.047], [-0.104, -0.233, 0.099], [0.145, 0.168, -0.031], [0.112, 0.141, 0.140], [-0.122, -0.071, -0.191], [0.019, 0.027, 0.015], [-0.069, 0.042, 0.044], [0.034, -0.051, 0.013], [-0.052, 0.032, -0.014], [0.065, -0.037, -0.048], [0.017, 0.012, -0.002], [-0.072, 0.000, -0.017], [0.120, 0.133, 0.004], [-0.002, 0.020, 0.006], [0.092, 0.130, 0.025], [-0.487, -0.256, -0.073], [-0.123, 0.100, 0.018], [-0.133, -0.344, 0.047], [-0.866, -0.015, -0.801], [0.153, 0.248, -0.157], [0.077, -0.027, 0.004], [-0.011, 0.001, 0.095], [-0.027, -0.037, -0.022], [-0.020, -0.031, -0.004], [-0.053, -0.025, -0.016], [-0.005, 0.051, -0.047], [0.034, -0.015, -0.012], [0.063, -0.027, -0.073], [0.052, -0.032, 0.028], [0.017, -0.037, 0.104], [1.608, 0.169, -0.278], [-0.340, -0.212, 0.038], [-0.083, 0.493, 0.256], [-0.096, 0.044, 0.044], [-0.065, 0.057, 0.025], [0.034, -0.017, -0.059], [0.249, -0.013, -0.167], [0.424, -0.112, 0.279], [0.141, -0.096, -0.089], [0.031, -0.068, -0.016], [-0.042, 0.002, 0.029], [-0.351, 0.033, 0.181], [0.138, -0.318, -0.166], [0.254, 0.127, -0.027], [0.082, -0.029, -0.021], [-0.037, 0.011, -0.024], [-0.164, 0.046, -0.031], [-0.042, 0.001, -0.013], [-0.037, -0.021, 0.018], [0.030, -0.022, 0.025], [-0.007, 0.012, 0.003], [0.014, -0.001, 0.014], [0.000, 0.001, 0.009], [-0.037, 0.021, -0.074], [-0.014, -0.045, -0.005], [-0.095, 0.013, -0.008], [0.004, 0.003, -0.038], [0.040, 0.055, 0.001], [-0.013, -0.029, -0.006], [0.017, 0.012, 0.011], [0.003, -0.011, -0.015], [-0.048, 0.003, -0.045], [0.083, 0.092, -0.117], [0.008, 0.013, 0.049], [-0.149, -0.035, 0.069], [0.004, -0.028, 0.014], [-0.001, 0.033, -0.011], [0.000, -0.021, 0.018], [0.009, 0.006, -0.012], [-0.033, 0.034, 0.043], [-0.045, -0.082, 0.087]], "gap_ev": 7.294, "charge": 3, "homo_energy_ev": -16.31, "de_lowest_kj_mol": 102.24, "mol_weight_da": 745.7, "lumo_energy_ev": -9.0}

***

{"formula": "C11H11N", "method": "ωB97M-V/def2-TZVPD", "species": ["C", "C", "C", "C", "C", "C", "C", "C", "C", "C", "C", "H", "H", "H", "H", "H", "H", "H", "H", "H", "H", "H", "N"], "xyz": [[-2.0023, 0.8473, -0.4775], [-0.8794, -0.0925, -0.1967], [-0.6025, -1.0251, -1.1707], [-1.3087, -1.0861, -2.3643], [-2.4681, -0.3327, -2.3892], [2.7934, 0.8845, 1.1869], [2.7837, -0.4011, 0.6012], [1.5325, -1.0459, 0.7615], [0.4964, -0.5633, 1.5418], [0.5654, 0.7236, 2.1482], [1.7313, 1.4625, 1.8097], [-2.1185, 1.6840, 0.1441], [-0.2167, 0.2870, 0.6526], [0.0819, -1.8215, -0.6829], [-1.1461, -1.7449, -3.3108], [-3.0797, -0.3231, -3.3082], [3.8756, 1.2135, 1.3456], [3.6035, -0.8561, 0.1289], [1.2872, -2.1482, 0.5277], [-0.3918, -1.2534, 1.6846], [-0.2898, 1.1782, 2.6503], [1.8953, 2.6048, 2.2231], [-2.7645, 0.7075, -1.5373]], "atomic_forces_ev_per_a": [[2.686, -3.077, -0.998], [-3.518, 4.439, -2.437], [1.552, -1.742, 2.733], [-1.400, -1.179, -1.353], [0.266, 2.153, -1.021], [4.143, -1.530, -0.911], [-3.896, 1.064, 1.580], [1.023, -3.209, 0.664], [0.784, -1.004, 3.390], [1.754, 0.192, -0.567], [-1.375, 2.831, 2.803], [-0.503, 1.083, 0.803], [-2.505, -0.395, -3.393], [-0.645, 1.206, -2.316], [0.098, 0.926, 2.283], [0.144, -0.253, 0.656], [-1.803, 0.631, -0.577], [0.941, -0.392, -0.415], [1.421, 1.777, -0.068], [1.386, 1.037, 0.325], [0.365, -0.214, -0.009], [-0.611, -3.169, -0.958], [-0.307, -1.175, -0.212]], "gap_ev": 8.939, "charge": 0, "homo_energy_ev": -8.22, "de_lowest_kj_mol": 528.20, "mol_weight_da": 157.2, "lumo_energy_ev": 0.7}

***

{"formula": "C2H3BrClF", "method": "ωB97M-V/def2-TZVPD", "species": ["C", "C", "F", "Cl", "Br", "H", "H", "H"], "xyz": [[0.8176, 0.2077, -0.3760], [-0.2309, -0.2658, 0.5066], [-0.2245, -1.5182, 0.8434], [-2.6336, -0.0146, -1.1906], [-0.8190, 0.7178, 1.9275], [1.6437, -0.3785, -0.1389], [0.6671, -0.0416, -1.3648], [0.7797, 1.2931, -0.2073]], "atomic_forces_ev_per_a": [[-1.727, 1.802, 1.014], [-1.461, -0.823, 0.497], [-0.191, -0.335, -0.846], [1.592, -0.169, 1.025], [-0.405, 0.610, 0.116], [2.097, -0.384, 0.981], [-0.903, -0.298, -2.314], [0.997, -0.404, -0.473]], "gap_ev": [6.812, 6.746], "charge": 0, "homo_energy_ev": [-9.15, -9.13], "de_lowest_kj_mol": 262.53, "mol_weight_da": 161.4, "lumo_energy_ev": [-2.3, -2.4]}

***

{"formula": "C5H11N2O", "method": "ωB97M-V/def2-TZVPD", "species": ["O", "C", "C", "C", "C", "C", "N", "N", "H", "H", "H", "H", "H", "H", "H", "H", "H", "H", "H"], "xyz": [[0.4818, 1.5955, -2.8435], [0.9938, 2.0701, -1.8210], [0.7440, 1.4742, -0.4575], [-0.3372, 0.4690, -0.6503], [-0.8565, -0.2045, 0.6032], [-0.1247, -0.3586, 1.7268], [1.2515, -3.4535, 2.4899], [-2.2174, -0.6377, 0.3331], [1.6949, 2.9066, -1.8811], [0.4567, 2.2174, 0.2918], [1.6033, 1.0626, 0.0421], [0.0175, -0.3899, -1.3058], [-1.1641, 1.0222, -1.1453], [-0.5363, -0.5087, 2.6943], [2.2165, -3.4531, 2.2721], [0.8804, -4.3146, 2.1590], [0.6453, -2.6713, 2.2577], [-2.7755, 0.2630, 0.0027], [-2.6483, -0.9603, 1.1928]], "atomic_forces_ev_per_a": [[1.010, 1.081, 2.693], [-0.098, -0.867, -2.264], [-0.292, 0.384, 0.479], [-0.439, -0.305, -0.275], [0.090, 1.432, -0.650], [-3.984, -2.284, -3.309], [-1.149, -0.005, 0.756], [0.557, 1.947, 0.872], [-0.009, 0.208, -0.072], [-0.289, 0.483, -0.429], [1.048, -0.394, -0.378], [-0.601, 0.844, 0.629], [0.296, -0.929, 0.156], [1.315, 1.227, 2.028], [0.780, 0.834, -0.337], [-0.543, -0.526, -0.189], [0.982, -0.393, -0.265], [1.629, -2.457, 0.655], [-0.305, -0.281, -0.097]], "gap_ev": 3.758, "charge": 1, "homo_energy_ev": -12.86, "de_lowest_kj_mol": 775.90, "mol_weight_da": 115.2, "lumo_energy_ev": -9.1}

***

{"formula": "C21H34B2N6NiO2", "method": "ωB97M-V/def2-TZVPD", "species": ["Ni", "C", "C", "C", "C", "C", "N", "N", "B", "N", "N", "C", "C", "C", "C", "C", "N", "N", "C", "C", "C", "C", "C", "H", "H", "H", "H", "H", "H", "H", "H", "H", "H", "H", "H", "H", "H", "H", "H", "H", "H", "H", "H", "H", "H", "C", "C", "C", "O", "B", "O", "C", "C", "C", "H", "H", "H", "H", "H", "H", "H", "H", "H", "H", "H", "H"], "xyz": [[-0.6242, -1.1991, 0.1313], [-3.4405, -3.4934, 0.5615], [-3.6435, -2.0187, 0.5075], [-4.8306, -1.2846, 0.5988], [-4.4519, 0.0415, 0.4897], [-5.2921, 1.2723, 0.5179], [-3.1120, 0.0707, 0.3434], [-2.6236, -1.1888, 0.3543], [-2.1379, 1.2523, 0.1677], [-1.4280, 1.0916, -1.2005], [-0.8927, -0.1110, -1.5448], [-0.4029, 0.0000, -2.7687], [0.2296, -1.1596, -3.4539], [-0.6237, 1.2956, -3.2472], [-1.2719, 1.9577, -2.2233], [-1.7451, 3.3692, -2.1623], [-1.1378, 1.2309, 1.3558], [-0.5240, 0.0653, 1.6990], [0.1973, 0.2937, 2.7866], [0.9416, -0.8026, 3.4632], [0.0613, 1.6325, 3.1654], [-0.7914, 2.1928, 2.2356], [-1.2869, 3.5944, 2.1343], [-4.3942, -4.0032, 0.6878], [-2.7973, -3.7732, 1.3966], [-2.9817, -3.8625, -0.3564], [-5.8276, -1.6628, 0.7271], [-6.3380, 0.9963, 0.6464], [-5.1992, 1.8398, -0.4077], [-5.0083, 1.9296, 1.3394], [-2.7417, 2.2777, 0.1814], [0.4222, -1.9623, -2.7405], [1.1732, -0.8751, -3.9180], [-0.4206, -1.5483, -4.2398], [-0.3631, 1.6969, -4.2099], [-1.7183, 3.8110, -3.1573], [-1.1110, 3.9706, -1.5099], [-2.7631, 3.4309, -1.7845], [1.0218, -1.6713, 2.8083], [0.4283, -1.1057, 4.3777], [1.9477, -0.4891, 3.7448], [0.5047, 2.1270, 4.0110], [-1.0787, 4.1284, 3.0601], [-2.3583, 3.6252, 1.9514], [-0.7953, 4.1287, 1.3206], [4.2351, 0.7746, -0.0860], [3.3650, -0.3317, -0.6601], [3.4867, -0.3511, -2.1786], [1.9893, -0.0430, -0.3462], [1.3328, -1.2355, -0.0737], [2.2384, -2.2765, 0.0140], [3.5812, -1.7324, -0.0132], [4.0558, -1.6542, 1.4305], [4.4669, -2.6833, -0.8029], [4.0401, 1.7051, -0.6179], [5.2945, 0.5379, -0.1978], [4.0229, 0.9389, 0.9675], [3.1057, 0.5927, -2.5696], [2.8987, -1.1615, -2.6079], [4.5223, -0.4699, -2.5007], [3.4477, -0.9577, 2.0050], [5.0969, -1.3333, 1.4932], [3.9695, -2.6408, 1.8850], [4.0541, -2.8893, -1.7867], [4.5552, -3.6274, -0.2662], [5.4704, -2.2730, -0.9277]], "atomic_forces_ev_per_a": [[0.052, -0.042, 0.025], [-0.032, -0.126, 0.008], [0.073, -0.019, -0.005], [0.044, 0.156, -0.011], [0.100, 0.023, -0.007], [-0.064, -0.003, 0.008], [-0.304, -0.044, 0.026], [0.018, 0.008, 0.000], [-0.011, 0.114, 0.016], [0.103, -0.082, -0.153], [0.135, -0.066, 0.128], [-0.006, -0.121, 0.010], [0.029, -0.093, -0.060], [-0.068, 0.080, 0.075], [-0.095, -0.012, 0.151], [0.013, 0.059, -0.066], [0.129, -0.094, 0.086], [0.073, -0.045, -0.069], [-0.053, -0.109, -0.051], [0.118, -0.097, 0.022], [-0.076, 0.082, -0.012], [-0.122, -0.005, -0.144], [0.027, 0.060, 0.056], [-0.001, 0.005, 0.000], [0.028, 0.007, 0.000], [0.028, 0.007, -0.006], [-0.097, -0.044, 0.012], [0.027, 0.008, -0.003], [0.007, 0.014, -0.024], [0.011, 0.016, 0.020], [-0.043, 0.125, -0.004], [-0.001, 0.012, 0.001], [-0.034, 0.022, -0.019], [-0.017, -0.012, 0.017], [0.032, 0.020, -0.064], [0.017, -0.013, 0.008], [0.007, 0.011, 0.038], [-0.051, 0.017, 0.009], [-0.005, 0.015, 0.004], [-0.012, -0.023, -0.017], [-0.024, 0.028, -0.013], [0.041, 0.020, 0.053], [0.018, -0.014, -0.004], [-0.055, 0.014, 0.001], [0.002, 0.010, -0.045], [0.004, -0.031, -0.025], [0.094, 0.082, 0.002], [0.018, -0.037, -0.021], [0.048, -0.064, 0.032], [-0.042, 0.297, -0.075], [-0.022, -0.131, -0.014], [-0.044, -0.095, -0.019], [0.068, 0.029, 0.032], [-0.004, 0.071, 0.050], [-0.034, 0.022, -0.025], [0.031, -0.025, -0.019], [-0.015, -0.003, 0.038], [-0.013, 0.012, -0.002], [0.011, 0.010, 0.035], [0.023, 0.009, 0.022], [-0.043, 0.001, 0.004], [0.006, -0.009, -0.014], [-0.006, -0.022, -0.002], [-0.038, -0.009, -0.035], [-0.022, -0.023, 0.020], [0.023, 0.049, 0.021]], "gap_ev": [8.384, 8.371], "charge": 0, "homo_energy_ev": [-7.84, -7.81], "mol_weight_da": 482.9, "lumo_energy_ev": [0.5, 0.6]}

***

{"formula": "C4H9O2", "method": "ωB97M-V/def2-TZVPD", "species": ["C", "O", "C", "C", "C", "O", "H", "H", "H", "H", "H", "H", "H", "H", "H"], "xyz": [[1.6532, -0.3742, 1.0102], [1.1892, -0.3334, 2.2584], [0.6308, -0.4920, -0.1986], [-0.5604, 0.5408, -0.0560], [-1.4724, 0.3059, -1.2646], [-1.1801, 0.2999, 1.2038], [2.0696, 0.6604, 0.7178], [2.4378, -1.1580, 0.8012], [0.1741, -1.4835, -0.2315], [1.0681, -0.2834, -1.1798], [-0.1463, 1.5544, -0.1056], [-1.1318, 0.4226, -2.2887], [-1.8917, -0.7110, -1.2027], [-2.4507, 0.8705, -1.3085], [-0.3893, 0.1812, 1.8448]], "atomic_forces_ev_per_a": [[0.325, 1.474, -1.740], [-0.978, -0.350, 0.261], [-1.062, 0.692, 0.859], [1.302, -1.434, -0.167], [-2.883, -0.231, 0.408], [0.037, 0.475, -0.448], [0.604, -0.691, 0.166], [-0.083, 0.361, 0.143], [-0.125, -0.161, 0.016], [0.551, -0.152, 0.090], [0.051, 0.153, 0.089], [1.015, 0.106, 0.154], [0.471, -0.066, 0.033], [0.953, 0.143, 0.610], [-0.178, -0.319, -0.475]], "gap_ev": 6.968, "charge": -1, "homo_energy_ev": -2.82, "de_lowest_kj_mol": 190.38, "mol_weight_da": 89.1, "lumo_energy_ev": 4.1}